(1)
{"formula": "CHCl3OSi", "method": "ωB97M-V with the def2-TZVPD basis set", "spin_multiplicity": 3, "s_squared": 2.00, "max_force_ev_per_a": 3.4, "e_lumo_ev": [0.4, -3.3], "total_energy_ev": -48543.680, "homo_lumo_gap_ev": [7.0, 7.8], "e_above_lowest_ev": 0.4464, "mol_weight_g_mol": 163.5, "symbols": ["C", "O", "Si", "Cl", "Cl", "Cl", "H"], "positions_angstrom": [[-1.01, -1.30, 0.31], [-1.45, -0.30, 0.76], [-4.30, -0.26, 0.95], [-3.84, 1.13, -0.52], [0.69, -1.48, -0.05], [-4.44, -1.76, -0.34], [-1.58, -2.41, 0.16]]}

(2)
{"formula": "CHClF2O", "method": "ωB97M-V with the def2-TZVPD basis set", "max_force_ev_per_a": 2.9, "e_lumo_ev": 0.4, "total_energy_ev": -21057.937, "smiles": "O=C(F)Cl.F", "homo_lumo_gap_ev": 12.5, "e_above_lowest_ev": 0.4937, "mol_weight_g_mol": 102.5, "symbols": ["O", "C", "F", "Cl", "F", "H"], "positions_angstrom": [[1.20, -0.23, 1.09], [1.13, 0.38, 0.07], [0.59, -0.17, -1.00], [1.84, 2.01, -0.33], [-2.45, -0.62, -0.24], [-2.32, -1.37, 0.40]]}

(3)
{"formula": "CHClF2OS2", "method": "ωB97M-V with the def2-TZVPD basis set", "max_force_ev_per_a": 3.3, "e_lumo_ev": -0.7, "total_energy_ev": -42726.285, "smiles": "O=[S@@](=S)(Cl)C(F)F", "homo_lumo_gap_ev": 9.3, "e_above_lowest_ev": 1.4851, "mol_weight_g_mol": 166.6, "symbols": ["O", "S", "S", "Cl", "C", "F", "F", "H"], "positions_angstrom": [[-1.37, -0.45, -1.37], [-1.01, -0.19, 0.00], [-2.09, 0.89, 1.03], [-0.85, -2.02, 0.78], [1.14, 0.34, -0.13], [1.20, 1.36, -0.97], [1.34, 0.74, 1.12], [1.64, -0.65, -0.46]]}

(4)
{"formula": "CHClFO2S2", "method": "ωB97M-V with the def2-TZVPD basis set", "charge": -1, "max_force_ev_per_a": 3.5, "e_lumo_ev": 3.5, "total_energy_ev": -42059.610, "smiles": "O=S(=O)([S-])[C@@H](F)Cl", "homo_lumo_gap_ev": 8.1, "e_above_lowest_ev": 0.4759, "mol_weight_g_mol": 163.6, "symbols": ["O", "S", "O", "S", "C", "F", "Cl", "H"], "positions_angstrom": [[-0.88, -0.80, -1.64], [-1.00, -0.06, -0.42], [-1.74, -0.58, 0.69], [-1.15, 1.90, -0.43], [0.86, -0.06, 0.37], [0.97, -0.50, 1.68], [2.06, -0.90, -0.67], [0.89, 1.00, 0.42]]}

(5)
{"formula": "CHClO3", "method": "ωB97M-V with the def2-TZVPD basis set", "max_force_ev_per_a": 7.2, "e_lumo_ev": -0.8, "total_energy_ev": -19710.396, "homo_lumo_gap_ev": 9.2, "e_above_lowest_ev": 6.5966, "mol_weight_g_mol": 96.5, "symbols": ["C", "O", "O", "O", "Cl", "H"], "positions_angstrom": [[-0.72, -0.12, 0.02], [0.94, -1.06, -0.06], [0.76, 1.49, 0.14], [-0.46, 1.04, 0.13], [-2.11, -0.92, 0.16], [1.60, -0.43, -0.39]]}

(6)
{"formula": "CHClO3", "method": "ωB97M-V with the def2-TZVPD basis set", "max_force_ev_per_a": 5.0, "e_lumo_ev": [-2.2, -2.2], "total_energy_ev": -19708.850, "homo_lumo_gap_ev": [8.1, 8.1], "e_above_lowest_ev": 8.1427, "mol_weight_g_mol": 96.5, "symbols": ["C", "O", "O", "O", "Cl", "H"], "positions_angstrom": [[-0.21, -0.44, -0.42], [1.17, -0.43, 1.27], [-0.97, 1.65, 0.03], [-0.86, 0.59, -0.65], [-0.20, -1.82, -1.26], [1.07, 0.45, 1.02]]}